Entry from the Open Molecules 2025 dataset: a molecular structure, C13H18ClF3FeN2O9S at a distorted geometry (the ωB97M-V functional and the def2-TZVPD basis).

⟨S²⟩: 8.76
Orbital gap (spin up / spin down) (eV): 8.97 / 5.60
Calculated total energy (eV): -101062.116
Net charge: +1
E_HOMO (spin up / spin down) (eV): -12.71 / -12.69
Multiplicity: 6

Geometry as XYZ:
```
48
Properties=species:S:1:pos:R:3:forces:R:3:nbo_charge:R:1
H 15.8579 8.8595 14.9476 0.211 0.347 -0.510 0.205
O 14.5847 12.2844 17.7935 1.865 -2.631 -3.611 -0.974
O 14.1829 12.3631 20.0425 -0.062 -1.329 1.931 -0.813
N 16.2228 13.2893 14.9342 -0.515 1.899 0.422 -0.588
C 19.0340 13.1399 16.6417 0.506 -0.034 -2.518 0.080
H 14.0386 11.0919 14.6690 -0.294 -0.067 0.019 0.530
O 14.8336 10.6435 14.9668 0.859 0.412 1.058 -0.791
H 21.3635 13.5459 18.9915 0.328 -0.060 -0.154 0.236
C 16.3404 14.5624 15.4443 0.275 -0.567 0.684 0.041
H 15.8055 12.2900 13.1833 0.099 -0.131 -0.048 0.233
H 19.5394 12.4930 20.3235 -0.076 0.283 -0.037 0.263
H 17.5057 9.2997 17.2497 0.460 0.133 -0.485 0.526
C 20.3196 13.4186 17.1057 -1.868 0.056 2.074 -0.247
H 17.4863 12.0292 19.2059 -0.382 -0.048 -0.106 0.221
H 15.4886 8.2502 17.8896 0.202 -0.085 -0.055 0.196
O 15.2294 14.1770 18.9795 -0.397 -0.577 -0.080 -0.865
O 12.9425 13.7033 18.5717 0.040 -0.111 0.069 -0.794
Cl 14.2084 13.1443 18.8949 0.219 3.758 0.053 2.596
H 15.5282 14.2234 11.7856 -0.149 0.085 -0.013 0.252
C 20.4601 13.2434 18.4827 1.296 -0.088 0.473 -0.071
H 18.9062 13.5414 15.6473 -0.596 -0.643 -0.468 0.216
C 14.9779 9.2991 14.4782 -0.502 -0.922 -0.046 -0.258
N 17.9957 12.4738 17.2344 2.701 2.229 2.192 -0.624
H 16.5964 8.6997 19.2187 0.417 0.003 -0.343 0.210
H 16.2486 16.6707 15.2436 0.516 0.018 0.060 0.253
O 18.8159 8.8703 13.9531 -0.487 2.514 -0.102 -0.914
C 15.9919 9.0756 18.3933 -1.565 -0.760 1.197 -0.274
C 18.2698 12.4511 18.5939 -1.649 -2.375 0.370 0.104
H 15.9506 16.5787 12.7809 -0.661 -0.035 -0.237 0.248
H 16.5142 14.6521 16.5065 0.007 -0.254 0.188 0.238
C 16.2687 15.7273 14.7182 -1.617 -0.274 -0.625 -0.229
O 17.7600 10.4319 12.3138 0.763 0.241 2.332 -0.924
H 21.0688 13.9496 16.5373 -0.226 -0.169 -0.281 0.259
H 15.2071 9.6464 18.8896 0.154 0.562 -0.448 0.235
Fe 16.3691 11.5721 16.2034 0.082 0.295 -0.574 2.040
C 20.0149 11.3030 13.4421 -1.304 -1.266 0.636 0.773
F 20.8083 11.1687 14.5079 -0.346 0.428 -0.068 -0.311
C 15.7159 14.3998 12.8344 0.187 -0.211 0.239 -0.241
C 19.4526 12.7094 19.2690 -0.720 0.457 -1.862 -0.265
C 15.8987 13.2646 13.6394 -0.076 -0.176 -0.720 0.076
O 16.7400 9.8396 17.4588 0.032 0.848 -0.502 -0.788
F 20.6834 10.9027 12.3840 -0.331 0.362 0.005 -0.276
S 18.4057 10.2474 13.6255 1.064 -3.395 -3.465 2.269
C 15.8681 15.6738 13.3647 1.669 -0.807 0.834 -0.089
H 14.9756 9.2841 13.3883 0.522 0.078 0.113 0.220
F 19.5679 12.5552 13.3209 0.652 0.225 -0.034 -0.320
O 17.6023 10.8236 14.7265 -0.952 1.398 2.281 -1.070
H 14.1648 8.6493 14.8018 -0.350 0.382 0.163 0.204
```
Forces are in eV/Å.